37
Properties=species:S:1:pos:R:3:forces:R:3 method="wB97M-V/def2-TZVPD" molar_mass_g_mol=572.80 lumo_ev=-9.27 spin_multiplicity=1 charge=+2 gap_ev=5.4 energy_ha=-1611.05535 e_above_lowest_ev=0.000
Ag 0.06946 -0.52152 3.43002 0.0421 0.1708 -0.7088
Ag 1.48763 -1.98398 0.59310 -0.9630 -0.2520 -0.7064
Ag -1.45955 1.70979 1.35414 0.4261 0.2067 -0.3619
F 0.04908 -0.04525 1.08416 0.1287 -0.5634 1.3050
C -1.98336 -6.04628 -1.46765 -1.1861 -1.3540 0.1102
O -2.17854 -4.74175 -2.04182 1.0189 0.7599 1.1507
P -1.60040 -3.46495 -1.29946 -0.9312 0.8506 -1.5090
O -0.39279 -3.56635 -0.44659 0.2472 0.3457 0.2959
O -1.35636 -2.43120 -2.49920 0.1155 -0.4721 0.9593
C -2.27903 -2.37729 -3.61620 0.4653 -1.0761 -0.4044
O -2.90949 -2.91629 -0.52089 1.0140 -0.8478 -0.2009
C -2.77085 -1.79443 0.31316 -0.2274 1.1946 0.7434
H -2.85341 -6.63823 -1.75726 0.0744 0.1484 -0.3420
H -2.04775 -6.09215 -0.38027 0.4840 0.5634 0.0367
H -1.10952 -6.56179 -1.85439 0.2477 0.4288 0.0317
H -2.35769 -3.39212 -4.01022 -0.5620 0.0040 0.2519
H -1.80084 -1.87192 -4.45167 -0.0472 0.7248 0.4674
H -3.22850 -1.97306 -3.28082 -0.0389 0.1110 -0.2912
H -3.20425 -1.93193 1.30870 -0.2849 -0.6009 -0.2541
H -3.31578 -0.95853 -0.13523 0.1062 -0.0056 -0.0857
H -1.74428 -1.47776 0.52389 0.1640 -0.2088 -0.5066
C 4.81327 4.07114 2.36359 0.9431 0.4326 0.9619
O 3.62861 3.32478 2.39522 -0.7164 -1.1679 -0.7373
C 2.47994 3.85699 1.77586 0.3873 0.9175 0.2572
C 1.57619 2.75784 1.21633 0.5831 0.6456 1.3963
O 0.26958 3.27366 0.93793 0.0254 -0.5136 -0.7111
C 0.16174 3.77188 -0.40295 -0.4561 1.4068 -0.2540
H 4.70727 5.08408 2.76869 -0.3425 0.0165 -0.2069
H 5.34736 4.12805 1.41147 -0.4400 -0.1801 -0.2366
H 5.46136 3.56344 3.08082 0.1170 0.0031 -0.2120
H 2.74466 4.52630 0.95051 0.0656 0.1295 0.0697
H 1.97674 4.43556 2.55614 -0.4841 0.1215 -0.3100
H 1.41149 2.04368 2.02652 0.3280 -0.3943 -0.2940
H 2.07736 2.35648 0.33635 -0.3879 -0.4999 -0.0122
H -0.90255 3.86554 -0.62362 0.0520 -0.5043 -0.2630
H 0.73900 3.20707 -1.13375 -0.3089 -0.4497 0.1126
H 0.49419 4.81054 -0.50459 0.3410 -0.0914 0.4580